Molecular formula: C5H8O
Method: DFT, ωB97M-V with the def2-TZVPD basis set

Each line ends with the Löwdin charge.
Geometry (Å):
1 C -2.17887 -0.07033 0.21419  0.060
2 C -0.84556 0.01697 -0.08033  -0.382
3 C 0.02543 1.25147 -0.17683  -0.122
4 C 1.46745 0.68289 0.11696  -0.185
5 C 1.33592 -0.84582 0.17486  -0.142
6 H -2.81131 0.80930 0.31452  0.054
7 H -2.64082 -1.04696 0.23822  0.051
8 H -0.25659 1.98058 0.63822  0.124
9 H -0.10963 1.69931 -1.22752  0.139
10 H 2.20159 0.95806 -0.65858  0.102
11 H 1.87573 1.01675 1.11641  0.116
12 H 1.43372 -1.24805 1.29295  0.145
13 H 2.06697 -1.42024 -0.56162  0.144
14 O -0.07323 -1.11997 -0.33072  -0.104

Calculated values
Relative energy (zero: lowest compared OMol25 entry of this formula, charge and spin): 36.69 kcal/mol
Calculated total energy: -7360.664 eV
SMILES: C=C1CCCO1
Max |F|: 2.64 eV Å⁻¹

Molecular formula: C5H8O
Method: DFT, ωB97M-V with the def2-TZVPD basis set

Each line ends with the Löwdin charge.
Geometry (Å):
1 C -1.38724 -1.09148 -0.22663  -0.054
2 C -0.64877 0.00318 -0.76833  -0.231
3 C 0.16324 1.50767 0.73294  0.020
4 C 0.74480 0.55400 -0.15171  -0.351
5 C 1.51012 -0.56313 0.51689  -0.248
6 O 2.58190 -0.96743 0.13877  0.065
7 H -0.85430 -1.97837 0.09965  0.058
8 H -2.47249 -1.09910 -0.17764  0.059
9 H -0.58382 -0.89922 -1.51675  0.159
10 H -1.20958 0.80732 -1.23634  0.112
11 H -0.36721 1.16459 1.61524  0.075
12 H 0.14755 2.56480 0.50233  0.063
13 H 1.34769 0.96941 -0.96024  0.142
14 H 1.02810 -0.97224 1.43183  0.132

Calculated values
Relative energy (zero: lowest compared OMol25 entry of this formula, charge and spin): 127.75 kcal/mol
Calculated total energy: -7356.716 eV
Max |F|: 2.51 eV Å⁻¹

Molecular formula: C5H8O
Method: DFT, ωB97M-V with the def2-TZVPD basis set

Each line ends with the Löwdin charge.
Geometry (Å):
1 C 1.65839 0.10212 -0.29917  -0.049
2 C 0.54550 0.21651 0.71382  -0.216
3 C -0.76604 0.90989 0.33806  -0.120
4 C -1.48823 -0.23996 -0.38731  -0.186
5 O -0.44531 -0.88606 -1.11141  -0.094
6 C 0.62384 -0.96922 -0.20602  -0.299
7 H 1.66011 0.74187 -1.17637  0.113
8 H 2.64135 -0.14227 0.09470  0.103
9 H 0.80198 0.12342 1.76450  0.133
10 H -0.60952 1.75885 -0.33744  0.113
11 H -1.29061 1.28172 1.22433  0.110
12 H -2.27502 0.02818 -1.09930  0.121
13 H -1.90515 -0.94872 0.34675  0.123
14 H 0.84871 -1.97633 0.13485  0.148

Calculated values
Relative energy (zero: lowest compared OMol25 entry of this formula, charge and spin): 34.65 kcal/mol
Calculated total energy: -7360.753 eV
SMILES: C1C[C@@H]2C[C@@H]2O1
Max |F|: 0.31 eV Å⁻¹

Molecular formula: C5H8O
Method: DFT, ωB97M-V with the def2-TZVPD basis set

Each line ends with the Löwdin charge.
Geometry (Å):
1 C 1.07700 0.26610 -1.52215  -0.051
2 C 0.19174 0.95654 -0.49340  -0.459
3 O -1.13828 0.84230 -0.95710  -0.039
4 C 0.39145 0.30439 0.86076  -0.072
5 C -0.35228 -0.69077 1.26262  -0.107
6 C -1.14530 -1.65967 1.63350  0.014
7 H 0.76477 -0.78038 -1.60140  0.088
8 H 0.98211 0.73891 -2.50367  0.081
9 H 2.12443 0.29348 -1.20601  0.082
10 H 0.47894 2.01747 -0.40403  0.136
11 H -1.72904 0.96306 -0.20253  0.093
12 H -0.93629 -2.68734 1.35347  0.060
13 H 1.22734 0.63867 1.47353  0.115
14 H -2.02797 -1.45165 2.23011  0.059

Calculated values
Relative energy (zero: lowest compared OMol25 entry of this formula, charge and spin): 44.85 kcal/mol
Calculated total energy: -7360.310 eV
SMILES: C=C=C[C@@H](C)O
Max |F|: 0.29 eV Å⁻¹

Molecular formula: C5H8O
Method: DFT, ωB97M-V with the def2-TZVPD basis set

Each line ends with the Löwdin charge.
Geometry (Å):
1 O -0.87029 1.94269 0.08921  -0.025
2 C -0.80750 0.59415 0.51090  -0.361
3 C -1.09025 -0.69697 -0.34123  -0.073
4 C 0.33465 -1.16354 0.00174  -0.186
5 C 1.22629 -0.20340 -0.69881  -0.097
6 C 0.62392 0.22088 0.61415  -0.207
7 H 0.00612 2.25067 0.39139  0.091
8 H -1.35407 0.45332 1.45677  0.147
9 H -1.24319 -0.53559 -1.41211  0.113
10 H -1.89828 -1.32373 0.04786  0.106
11 H 0.61461 -2.17590 0.28430  0.130
12 H 0.94087 0.20643 -1.66846  0.114
13 H 2.28728 -0.39708 -0.57418  0.107
14 H 1.22984 0.82808 1.29847  0.142

Calculated values
Relative energy (zero: lowest compared OMol25 entry of this formula, charge and spin): 59.48 kcal/mol
Calculated total energy: -7359.676 eV
SMILES: O[C@H]1C[C@H]2C[C@H]21
Max |F|: 1.32 eV Å⁻¹

Molecular formula: C5H8O
Method: DFT, ωB97M-V with the def2-TZVPD basis set

Each line ends with the Löwdin charge.
Geometry (Å):
1 C -1.97990 0.03006 0.52908  -0.019
2 C -0.56802 0.17073 0.23898  -0.414
3 C -0.01463 0.63408 -0.87939  -0.135
4 C 1.25252 -0.10731 -0.88360  -0.174
5 C 1.54086 -0.45995 0.56174  -0.176
6 O 0.28744 -0.22484 1.23014  -0.030
7 H -2.21196 -0.97439 0.88338  0.096
8 H -2.22677 0.74202 1.30010  0.083
9 H -2.53015 0.23772 -0.38204  0.085
10 H 1.57744 1.18481 -0.95409  0.207
11 H -0.46890 1.00426 -1.79405  0.119
12 H 1.17250 -1.00052 -1.57293  0.132
13 H 2.29674 0.23766 0.91161  0.105
14 H 1.87282 -1.47432 0.81106  0.120

Calculated values
Relative energy (zero: lowest compared OMol25 entry of this formula, charge and spin): 92.27 kcal/mol
Calculated total energy: -7358.254 eV
SMILES: CC1=CCCO1
Max |F|: 4.72 eV Å⁻¹

Molecular formula: C5H8O
Method: DFT, ωB97M-V with the def2-TZVPD basis set

Each line ends with the Löwdin charge.
Geometry (Å):
1 C 1.05752 -1.57014 1.04504  -0.019
2 C 0.51639 -0.27433 0.63415  -0.473
3 O 0.83239 0.56474 1.45078  0.069
4 C -0.15647 0.07705 -0.58057  -0.254
5 C -1.50238 0.70695 -0.57848  -0.085
6 C -0.30845 1.53299 -0.85708  -0.104
7 H 0.19330 -2.22725 1.03271  0.088
8 H 1.67048 -1.86580 0.19520  0.087
9 H 1.60207 -1.74864 1.96462  0.092
10 H 0.32274 -0.55107 -1.37742  0.164
11 H -1.92205 0.82574 0.41137  0.115
12 H -2.18772 0.49474 -1.38634  0.105
13 H -0.17655 1.85147 -1.87854  0.106
14 H 0.05872 2.18356 -0.07545  0.107

Calculated values
Relative energy (zero: lowest compared OMol25 entry of this formula, charge and spin): 39.89 kcal/mol
Calculated total energy: -7360.525 eV
SMILES: CC(=O)C1CC1
Max |F|: 4.60 eV Å⁻¹

Molecular formula: C5H8O
Method: DFT, ωB97M-V with the def2-TZVPD basis set

Each line ends with the Löwdin charge.
Geometry (Å):
1 O 0.92745 0.77936 1.65350  0.045
2 C 0.49762 0.26187 0.44889  -0.510
3 C 0.82395 0.79274 -0.88377  -0.033
4 C -0.65603 0.75051 -0.38718  -0.144
5 C -1.36646 -0.59767 -0.15799  -0.131
6 C -0.00565 -1.17979 0.25310  -0.097
7 H 1.87802 0.62783 1.69916  0.105
8 H 1.26007 1.79626 -0.84503  0.113
9 H 1.25182 0.15876 -1.66138  0.099
10 H -1.18818 1.68820 -0.45322  0.124
11 H -1.99137 -0.50279 0.74626  0.116
12 H -1.96390 -1.09564 -0.92970  0.098
13 H 0.05097 -1.82540 1.12192  0.108
14 H 0.48167 -1.65424 -0.60456  0.107

Calculated values
Relative energy (zero: lowest compared OMol25 entry of this formula, charge and spin): 55.59 kcal/mol
Calculated total energy: -7359.845 eV
SMILES: O[C@@]12CC[C@@H]1C2
Max |F|: 0.56 eV Å⁻¹